DFT (ωB97M-V/def2-TZVPD) results for a 2-piece molecular cluster, C4H10NO2 overall.

Summary:
ΔE to the lowest compared entry with this formula, charge and spin	3.316	eV
HOMO energy	-3.40	eV
gap between HOMO and LUMO	7.449	eV
total energy	-363.60257	Ha
charge	-1

Structure (XYZ):
```
17
C4H10NO2 (ωB97M-V/def2-TZVPD)
C -1.13 -2.89 1.69
C -0.67 -1.77 1.08
O 0.38 -1.05 1.56
H -2.09 -3.31 1.36
H -0.74 -3.25 2.62
H -1.11 -1.44 0.09
H 0.73 -0.26 0.89
C 0.14 2.15 -0.03
N 0.95 0.95 -0.33
C 0.50 0.62 -1.94
O 0.15 1.68 -2.62
H 0.29 2.90 -0.84
H 0.43 2.58 0.93
H -0.93 1.89 -0.01
H 1.89 1.26 -0.38
H -0.25 -0.17 -1.79
H 1.47 0.11 -2.30
```